# 1
105
Properties=species:S:1:pos:R:3:lowdin_charge:R:1 method="wB97M-V/def2-TZVPD" mol_weight_g_mol=928.7 max_force_ev_per_a=1.6 homo_lumo_gap_ev=6.219 multiplicity=1 lumo_ha=0.09292 homo_energy_ev=-3.6903 de_lowest_kcal_mol=0.0 total_charge=-1
Al -0.309 -0.183 0.237 -0.28
S 3.780 0.105 -1.281 0.25
P 2.625 1.491 -0.528 0.38
C 0.908 1.148 -0.654 -0.58
P -0.219 2.441 -0.932 0.42
S -1.969 1.538 -1.166 0.36
C 0.221 3.376 -2.449 -0.33
C 0.411 2.611 -3.594 -0.10
C 0.830 3.205 -4.769 -0.09
C 1.074 4.569 -4.805 -0.10
C 0.860 5.338 -3.675 -0.10
C 0.436 4.747 -2.498 -0.09
C -0.689 3.821 0.207 -0.35
C -1.762 4.625 -0.178 -0.14
C -2.255 5.585 0.682 -0.09
C -1.681 5.756 1.934 -0.10
C -0.623 4.953 2.323 -0.08
C -0.138 3.979 1.467 -0.08
C 3.155 1.782 1.213 -0.34
C 2.288 1.538 2.266 -0.12
C 2.699 1.734 3.573 -0.09
C 3.994 2.153 3.830 -0.10
C 4.870 2.381 2.780 -0.09
C 4.457 2.199 1.475 -0.10
C 3.062 3.112 -1.251 -0.35
C 2.913 4.285 -0.523 -0.10
C 3.352 5.486 -1.046 -0.09
C 3.929 5.527 -2.306 -0.10
C 4.050 4.363 -3.046 -0.09
C 3.619 3.158 -2.522 -0.11
H 0.236 1.544 -3.535 0.11
H 0.978 2.607 -5.658 0.10
H 1.432 5.037 -5.713 0.10
H 1.030 6.406 -3.702 0.10
H 0.287 5.352 -1.615 0.10
H -2.215 4.465 -1.147 0.09
H -3.096 6.197 0.381 0.10
H -2.072 6.505 2.610 0.09
H -0.174 5.078 3.298 0.10
H 0.669 3.329 1.780 0.08
H 1.292 1.165 2.038 0.05
H 2.011 1.555 4.390 0.10
H 4.326 2.281 4.851 0.09
H 5.878 2.718 2.985 0.10
H 5.143 2.353 0.653 0.11
H 2.463 4.255 0.459 0.10
H 3.240 6.394 -0.469 0.10
H 4.290 6.465 -2.703 0.10
H 4.486 4.393 -4.035 0.10
H 3.732 2.235 -3.074 0.07
C -3.493 -1.877 -2.102 -0.29
As -2.360 -1.665 -0.475 1.10
C -3.748 -0.788 0.581 -0.31
C -2.519 -3.454 0.343 -0.31
C -1.468 -4.494 -0.033 -0.67
C -1.745 -5.780 0.764 -0.06
C -0.057 -4.039 0.364 -0.32
As 0.817 -2.433 -0.402 1.15
C 1.524 -3.145 -2.110 -0.29
C 2.473 -2.627 0.614 -0.29
C -1.504 -4.770 -1.535 -0.39
As -3.041 -5.578 -2.538 1.13
C -4.696 -5.520 -1.439 -0.35
C -2.676 -7.493 -2.162 -0.36
H -4.509 -2.193 -1.859 0.01
H -3.063 -2.575 -2.823 -0.01
H -3.535 -0.889 -2.565 0.00
H -4.517 -1.488 0.917 0.03
H -4.202 0.002 -0.016 0.00
H -3.257 -0.335 1.439 0.00
H -3.518 -3.839 0.120 0.06
H -2.458 -3.266 1.414 0.05
H -1.585 -5.604 1.826 0.08
H -1.079 -6.583 0.448 0.08
H -2.773 -6.110 0.635 0.05
H 0.640 -4.871 0.192 0.08
H -0.050 -3.817 1.434 0.06
H 1.820 -4.191 -2.034 0.02
H 2.395 -2.541 -2.364 0.00
H 0.787 -3.032 -2.906 0.01
H 2.794 -3.669 0.686 0.03
H 2.328 -2.218 1.610 0.00
H 3.247 -2.045 0.115 -0.06
H -0.665 -5.431 -1.795 0.07
H -1.305 -3.808 -2.028 0.02
H -5.111 -4.516 -1.403 -0.01
H -4.562 -5.889 -0.426 0.00
H -5.423 -6.163 -1.939 0.01
H -1.678 -7.761 -2.504 0.01
H -3.393 -8.113 -2.702 0.01
H -2.756 -7.724 -1.103 0.00
C -1.196 0.301 3.820 -0.06
C -0.692 -1.009 3.173 -0.74
C -1.634 -2.137 3.662 -0.08
C 0.694 -1.346 3.776 -0.07
N -0.645 -0.943 1.749 -0.10
H -1.199 0.220 4.909 0.07
H -2.208 0.518 3.483 0.07
H -0.555 1.130 3.528 0.06
H -1.707 -2.123 4.750 0.07
H -1.228 -3.102 3.367 0.05
H -2.632 -2.021 3.245 0.06
H 0.666 -1.342 4.868 0.07
H 1.438 -0.631 3.434 0.04
H 1.001 -2.338 3.443 0.06

# 2
132
Properties=species:S:1:pos:R:3:lowdin_charge:R:1 method="wB97M-V/def2-TZVPD" mol_weight_g_mol=1136.8 max_force_ev_per_a=6.8 homo_lumo_gap_ev=8.949 multiplicity=1 lumo_ha=-0.00772 homo_energy_ev=-9.1596 de_lowest_kcal_mol=78.5 total_charge=0
C -4.045 0.908 -1.421 -0.15
C -5.547 1.046 -1.067 -0.14
C -6.144 -0.273 -1.523 -0.17
O -5.480 -0.328 -2.811 -0.15
C -4.142 0.136 -2.773 -0.18
H -3.458 0.350 -0.692 0.08
H -3.436 1.779 -1.665 0.09
H -6.022 1.821 -1.670 0.12
H -5.679 1.168 0.008 0.10
H -7.231 -0.321 -1.582 0.12
H -5.935 -1.157 -0.920 0.10
H -3.881 0.845 -3.559 0.10
H -3.471 -0.723 -2.788 0.11
C 5.044 2.837 -3.462 -0.13
C 5.430 1.381 -3.236 -0.16
C 4.226 0.612 -2.723 -0.15
O 3.175 1.575 -2.912 -0.17
C 3.589 2.861 -2.921 -0.25
H 5.070 3.044 -4.532 0.11
H 5.618 3.584 -2.914 0.11
H 6.335 1.201 -2.657 0.11
H 5.611 0.989 -4.237 0.11
H 4.263 0.498 -1.639 0.09
H 3.960 -0.299 -3.260 0.12
H 3.516 3.304 -1.928 0.11
H 2.912 3.461 -3.530 0.12
C -2.278 5.444 1.595 -0.16
C -1.758 4.003 1.460 -0.14
C -2.612 3.457 0.255 -0.19
O -3.599 4.457 -0.008 -0.16
C -3.729 5.392 1.086 -0.17
H -1.773 6.101 0.888 0.11
H -2.157 5.875 2.589 0.11
H -2.007 3.401 2.334 0.09
H -0.698 3.955 1.213 0.10
H -3.024 2.478 0.498 0.09
H -2.023 3.410 -0.660 0.11
H -4.457 4.863 1.702 0.11
H -4.239 6.325 0.848 0.12
C 2.932 -2.418 1.367 -0.16
C 2.768 -1.936 -0.016 -0.18
C 3.196 -3.050 -0.928 -0.15
O 3.825 -3.987 -0.028 -0.14
C 3.999 -3.519 1.286 -0.18
H 2.040 -2.966 1.672 0.11
H 3.017 -1.651 2.137 0.11
H 3.408 -1.055 -0.063 0.10
H 1.707 -1.700 -0.086 0.10
H 3.906 -2.675 -1.665 0.11
H 2.337 -3.554 -1.371 0.12
H 5.021 -3.141 1.326 0.11
H 3.884 -4.381 1.944 0.12
C -4.312 1.225 3.672 -0.01
C -3.482 0.138 4.379 -0.31
O -3.856 -0.964 3.569 0.14
C -4.140 -0.607 2.348 -0.52
O -4.384 -1.373 1.408 0.11
O -4.385 0.737 2.306 0.05
F -3.975 0.089 5.592 0.12
H -3.844 2.204 3.775 0.13
H -5.313 1.241 4.104 0.14
H -2.401 0.243 4.466 0.15
C 5.596 1.761 0.457 -0.06
C 6.153 2.451 1.687 -0.34
O 5.511 1.718 2.691 0.17
C 4.315 1.379 2.238 -0.54
O 3.388 1.047 2.952 0.16
O 4.306 1.460 0.914 0.07
F 5.771 3.709 1.749 0.12
H 6.121 0.809 0.377 0.15
H 5.678 2.440 -0.392 0.14
H 7.240 2.447 1.767 0.18
C 0.845 -3.971 -4.131 -0.05
C 2.031 -3.536 -4.993 -0.36
O 2.934 -4.589 -4.841 0.16
C 2.458 -5.522 -4.062 -0.58
O 3.001 -6.615 -3.968 0.14
O 1.384 -5.095 -3.420 0.09
F 2.521 -2.460 -4.484 0.12
H -0.031 -4.225 -4.727 0.13
H 0.521 -3.235 -3.395 0.12
H 1.686 -3.356 -6.011 0.17
C 0.131 2.415 -5.827 -0.02
C -0.286 1.696 -4.613 -0.37
O -1.524 1.196 -5.004 0.14
C -2.095 2.118 -5.772 -0.54
O -3.308 2.231 -6.013 0.14
O -1.157 2.872 -6.346 0.10
F -0.334 2.474 -3.516 0.09
H 0.483 1.591 -6.448 0.15
H 0.863 3.175 -5.556 0.15
H 0.309 0.799 -4.441 0.17
C -1.077 -4.536 4.310 -0.05
C -1.801 -3.217 4.282 -0.40
O -0.719 -2.308 4.087 0.12
C 0.410 -2.887 4.560 -0.55
O 1.444 -2.264 4.813 0.13
O 0.188 -4.135 4.736 0.13
F -2.217 -3.007 5.448 0.16
H -1.062 -4.993 3.320 0.14
H -1.660 -5.152 4.994 0.15
H -2.711 -3.137 3.688 0.16
C 0.842 1.849 4.684 -0.07
C 1.681 1.131 5.782 -0.33
O 0.681 0.286 6.394 0.18
C -0.454 0.789 6.266 -0.56
O -1.398 0.524 7.021 0.12
O -0.453 1.737 5.222 0.03
F 2.082 1.851 6.733 0.17
H 0.865 1.230 3.787 0.11
H 1.217 2.857 4.507 0.14
H 2.525 0.650 5.288 0.16
C 1.003 1.079 -0.503 -0.03
C -0.161 0.349 -1.178 -0.29
O -0.954 -0.207 -0.104 0.11
C -0.390 0.104 1.073 -0.50
O -0.834 -0.326 2.146 0.13
O 0.720 0.829 0.876 0.07
F 0.296 -0.694 -1.850 0.09
H 0.854 2.146 -0.668 0.14
H 1.993 0.813 -0.875 0.11
H -0.711 1.012 -1.846 0.15
C -3.482 -3.912 -0.215 -0.03
C -2.257 -3.130 0.098 -0.37
O -1.396 -3.328 -1.032 0.16
C -2.133 -3.695 -2.062 -0.56
O -1.824 -3.831 -3.223 0.14
O -3.386 -3.912 -1.651 0.08
F -1.741 -3.606 1.175 0.14
H -4.449 -3.504 0.081 0.13
H -3.431 -4.929 0.174 0.14
H -2.485 -2.070 0.207 0.14